No. 1
Computed, not measured: a structure of composition C39H27ClN2O7S in a non-equilibrium geometry, with ωB97M-V/def2-TZVPD.

Properties
**Calculated total energy**: -2996.9995 a.u.
**Total charge**: 0
**Multiplicity**: 1

CARTESIAN COORDINATES (ANGSTROEM)
C: 3.5792 2.0417 0.9299
C: 3.5491 3.4594 1.5550
C: 2.1665 4.1423 1.5163
O: 2.1227 5.3309 1.7484
O: 1.0703 3.3747 1.2717
C: -0.0671 4.1441 0.8480
C: -1.0779 4.4338 2.0192
C: -2.4525 3.9177 1.5936
C: -3.2765 4.6083 0.7567
Cl: -2.7812 6.1819 0.1320
C: -4.5739 4.1401 0.3051
C: -5.0277 2.9185 0.7205
O: -6.2135 2.4019 0.3102
C: -4.2236 2.1449 1.6272
N: -4.5902 0.9446 2.1287
S: -3.3415 0.5900 3.0986
N: -2.3054 1.8210 2.9281
C: -2.9422 2.6497 2.0666
H: 4.5731 1.6085 1.1606
H: 2.8470 1.3506 1.3739
H: 3.5281 2.0491 -0.1713
H: 3.8585 3.3683 2.6100
H: 4.2974 4.0927 1.0559
H: -0.6178 3.5033 0.1371
H: 0.1740 5.0643 0.2988
H: -1.1051 5.5154 2.2093
H: -0.7377 3.8667 2.9007
H: -5.1853 4.7565 -0.3612
H: -6.6578 3.0548 -0.2475
C: 0.3596 3.5482 -2.5204
C: 1.1346 2.6878 -1.7444
C: 1.7066 1.5644 -2.3209
C: 1.4988 1.2897 -3.6676
C: 0.7030 2.1403 -4.4371
C: 0.1444 3.2752 -3.8613
C: 0.4301 1.8360 -5.8674
O: -0.2587 2.5776 -6.5383
C: 1.0114 0.6000 -6.4563
C: 0.7214 0.2691 -7.7748
C: 1.2673 -0.8725 -8.3384
C: 2.1136 -1.6849 -7.5898
C: 2.4016 -1.3627 -6.2737
C: 1.8450 -0.2258 -5.6996
C: 2.1342 0.0898 -4.2753
O: 2.8697 -0.6199 -3.6198
H: -0.0817 4.4311 -2.0743
H: 1.2884 2.8987 -0.6940
H: 2.3124 0.8979 -1.7209
H: -0.4622 3.9428 -4.4594
H: 0.0662 0.9008 -8.3603
H: 1.0360 -1.1310 -9.3641
H: 2.5451 -2.5730 -8.0341
H: 3.0561 -1.9982 -5.6917
C: -0.0600 -8.7196 3.9117
C: -0.9407 -8.5960 2.8413
C: -1.2524 -7.3433 2.3390
C: -0.6941 -6.2067 2.9120
C: 0.1710 -6.3296 4.0011
C: 0.4940 -7.5898 4.4907
C: 0.7400 -5.1221 4.6579
O: 1.4954 -5.2284 5.6025
C: 0.3573 -3.7817 4.1389
C: 0.8335 -2.6409 4.7747
C: 0.4947 -1.3871 4.2926
C: -0.3146 -1.2668 3.1668
C: -0.7963 -2.4004 2.5327
C: -0.4706 -3.6604 3.0209
C: -1.0229 -4.8685 2.3518
O: -1.7320 -4.7649 1.3719
H: 0.1894 -9.7003 4.2972
H: -1.3823 -9.4797 2.3980
H: -1.9334 -7.2494 1.5033
H: 1.1745 -7.6877 5.3263
H: 1.4656 -2.7316 5.6483
H: 0.8624 -0.4994 4.7923
H: -0.5716 -0.2858 2.7877
H: -1.4296 -2.3047 1.6600

Atomic partial charges in e from the Löwdin method, atoms 1 to 2:
1. C -0.0981
2. C -0.1225

No. 2
Computed, not measured: a structure of composition C31H30BrNOPPt in a non-equilibrium geometry, with ωB97M-V/def2-TZVPD.

Properties
**ΔE to the lowest compared entry with this formula, charge and spin**: 0.0000 eV
**Calculated total energy**: -4362.9769 a.u.
**Total charge**: +3
**Multiplicity**: 1

CARTESIAN COORDINATES (ANGSTROEM)
Pt: 0.2816 -0.2513 0.0998
C: 5.9682 -2.6019 0.8204
C: 5.7157 -2.2941 -0.5127
C: 4.4350 -1.9757 -0.9257
C: 3.3976 -2.0254 0.0210
C: 3.6495 -2.3328 1.3665
C: 4.9412 -2.6212 1.7607
P: 1.7626 -1.7814 -0.5349
C: 1.5222 -0.6379 -1.8934
C: 2.4208 0.4301 -2.1635
C: 2.1633 1.2890 -3.2019
C: 0.9985 1.1457 -3.9707
C: 0.0950 0.1292 -3.7134
C: 0.3470 -0.7705 -2.6856
C: 0.8249 -3.2521 -0.6576
C: 1.3214 -4.5140 -0.9148
C: 0.4071 -5.5662 -1.1011
C: -0.9471 -5.3528 -0.9860
C: -1.4828 -4.0747 -0.6738
C: -2.8637 -3.7980 -0.5066
C: -3.2844 -2.5391 -0.1777
C: -2.3573 -1.4769 0.0170
C: -1.0341 -1.7438 -0.1555
C: -0.5636 -3.0271 -0.4956
H: 6.9786 -2.8361 1.1291
H: 6.5230 -2.2998 -1.2327
H: 4.2407 -1.7510 -1.9672
H: 2.8439 -2.3670 2.0916
H: 5.1537 -2.8634 2.7928
H: 3.3360 0.5302 -1.5974
H: 2.8689 2.0747 -3.4395
H: 0.8175 1.8266 -4.7937
H: -0.7810 0.0033 -4.3359
H: -0.3162 -1.6108 -2.5428
H: 2.3861 -4.6951 -1.0038
H: 0.7805 -6.5538 -1.3344
H: -1.6325 -6.1819 -1.1186
H: -3.5831 -4.5969 -0.6351
H: -4.3375 -2.3318 -0.0425
H: -2.7297 -0.4969 0.2905
Br: -0.8459 -0.3929 6.6419
C: -0.5801 -0.3720 4.8225
C: -0.5415 -1.5612 4.0910
C: -0.3320 -1.5171 2.7375
N: -0.1522 -0.3414 2.0806
C: -0.2086 0.8164 2.7823
C: -0.4208 0.8316 4.1378
H: -0.6847 -2.5170 4.5761
H: -0.3166 -2.4175 2.1431
H: -0.0934 1.7287 2.2166
H: -0.4697 1.7797 4.6556
C: 2.9210 1.6673 1.2919
C: 2.0810 2.6008 0.4539
O: 0.8490 1.9384 0.0366
C: -0.0893 2.8604 -0.5864
C: -1.3561 2.1081 -0.8956
H: 3.9096 2.1000 1.4472
H: 3.0703 0.6974 0.8060
H: 2.4841 1.5004 2.2763
H: 2.5867 2.9499 -0.4468
H: 1.7921 3.4744 1.0415
H: 0.3846 3.2700 -1.4798
H: -0.2725 3.6765 0.1137
H: -1.1850 1.2948 -1.6087
H: -2.0988 2.7628 -1.3532
H: -1.8110 1.7269 0.0262

Atomic partial charges in e from the Löwdin method, atoms 1 to 2:
1. Pt 1.2484
2. C 0.0035

No. 3
Computed, not measured: a cluster of 6 separate species, CH15N2O5 in total in a non-equilibrium geometry, with ωB97M-V/def2-TZVPD.

Properties
**ΔE to the lowest compared entry with this formula, charge and spin**: 0.1263 eV
**Calculated total energy**: -532.1049 a.u.
**Total charge**: +2
**Multiplicity**: 2

CARTESIAN COORDINATES (ANGSTROEM)
N: -0.4797 -1.1684 0.4486
C: 0.8186 -0.9467 0.6956
N: 1.5704 -0.0416 0.1483
H: -1.0637 -0.3200 0.3515
H: -0.9080 -1.9891 0.9096
H: 1.3388 -1.6853 1.2978
H: 2.6129 -0.1044 0.2844
H: 1.2033 0.5701 -0.5957
H: 0.4813 2.8428 -0.8515
H: 1.1457 2.9226 -2.2375
O: 0.8795 2.3033 -1.5441
H: -2.4168 -3.7484 1.7382
H: -1.5379 -4.6633 0.7914
O: -1.9599 -3.8318 0.9064
H: -3.4907 2.7204 0.1456
H: -4.2535 1.4150 0.0100
O: -3.5876 1.9554 -0.4393
H: 4.8522 0.3505 -0.2600
H: 4.7674 -0.0681 1.2065
O: 4.2395 -0.0005 0.3998
H: -0.7139 1.3194 -1.6091
H: -2.2076 1.3009 -0.8397
O: -1.2903 0.8672 -0.9570

Atomic partial charges in e from the Löwdin method, atoms 1 to 2:
1. N 0.3572
2. C -0.0428

No. 4
Computed, not measured: a structure of composition C23H32F6N9O6PdS3 in a non-equilibrium geometry, with ωB97M-V/def2-TZVPD.

Properties
**ΔE to the lowest compared entry with this formula, charge and spin**: 1.9614 eV
**Calculated total energy**: -3761.3366 a.u.
**Total charge**: +1
**Multiplicity**: 1

CARTESIAN COORDINATES (ANGSTROEM)
Pd: 0.5733 -0.0307 0.4782
F: -1.4368 5.2909 1.0063
C: -0.4589 4.6849 0.3527
F: -0.6117 4.8492 -0.9432
F: 0.7113 5.2332 0.7195
S: -0.4478 2.8873 0.8346
O: 0.4403 2.8476 1.9694
O: -1.8125 2.4992 0.9926
N: 0.3250 2.1378 -0.3804
S: -0.6353 1.6421 -1.6662
O: -1.2430 0.3783 -1.3449
O: -1.4167 2.6707 -2.2601
C: 0.7314 1.2760 -2.8650
F: 1.3691 0.1563 -2.5417
F: 1.5962 2.2787 -2.9196
F: 0.1592 1.1154 -4.0496
C: 1.6121 -5.4454 1.8204
C: 2.2155 -4.2794 2.5799
N: 3.1411 -3.4773 1.7672
C: 2.8310 -2.4744 0.9495
S: 1.1247 -2.1695 0.6808
N: 3.7680 -1.8321 0.2966
C: 5.2001 -2.0309 0.4792
C: 5.7533 -3.1787 -0.3524
H: 0.9605 -6.0185 2.4813
H: 2.3838 -6.1175 1.4423
H: 1.0154 -5.0955 0.9775
H: 2.7958 -4.6272 3.4345
H: 1.4451 -3.6152 2.9635
H: 4.0971 -3.7989 1.7418
H: 3.4660 -1.0173 -0.2516
H: 5.4108 -2.1645 1.5451
H: 5.6749 -1.0949 0.1862
H: 5.3091 -4.1398 -0.0856
H: 6.8308 -3.2570 -0.2075
H: 5.5593 -3.0100 -1.4110
O: 3.3275 0.7498 -0.4406
C: 3.0976 1.2111 0.6839
O: 2.4894 0.6497 1.6432
C: 3.5187 2.6657 0.8922
N: 3.0845 3.0758 2.2780
C: 4.3243 3.1366 3.1139
C: 5.3557 3.6732 2.1371
C: 5.0331 2.9311 0.8339
H: 2.9441 3.2510 0.1767
H: 2.4132 2.3560 2.5803
H: 2.5928 3.9667 2.2520
H: 4.5405 2.1109 3.4120
H: 4.1428 3.7401 3.9993
H: 6.3724 3.5083 2.4857
H: 5.2210 4.7497 2.0112
H: 5.5685 1.9834 0.7717
H: 5.2974 3.5098 -0.0468
C: -1.1548 0.3235 3.4639
C: -1.6620 -0.6860 2.4995
N: -1.2240 -0.8594 1.2698
C: -1.9899 -1.8381 0.6750
C: -2.9075 -2.2680 1.5674
N: -2.7015 -1.5277 2.7178
C: -3.4001 -1.7855 3.9596
N: -2.9969 -3.0403 4.5231
N: -3.9229 -4.0291 4.6508
N: -3.3844 -5.0455 5.1936
C: -2.0568 -4.7554 5.4497
C: -1.0578 -5.5436 6.0285
C: 0.1891 -4.9784 6.1561
C: 0.4433 -3.6611 5.7152
C: -0.5292 -2.8769 5.1377
C: -1.7980 -3.4577 5.0228
H: -0.0819 0.4512 3.3280
H: -1.3424 0.0403 4.4980
H: -1.6284 1.2875 3.2741
H: -1.8420 -2.1348 -0.3488
H: -3.6822 -3.0140 1.5086
H: -4.4657 -1.8742 3.7626
H: -3.2319 -0.9644 4.6506
H: -1.2712 -6.5505 6.3603
H: 0.9925 -5.5444 6.6084
H: 1.4384 -3.2521 5.8416
H: -0.3118 -1.8708 4.8001

Atomic partial charges in e from the Löwdin method, atoms 1 to 2:
1. Pd 0.7257
2. F 0.1674

Which value of total charge does entry 2 give? +3

Repeat the first record exactly.
Computed, not measured: a structure of composition C39H27ClN2O7S in a non-equilibrium geometry, with ωB97M-V/def2-TZVPD.

Properties
**Calculated total energy**: -2996.9995 a.u.
**Total charge**: 0
**Multiplicity**: 1

CARTESIAN COORDINATES (ANGSTROEM)
C: 3.5792 2.0417 0.9299
C: 3.5491 3.4594 1.5550
C: 2.1665 4.1423 1.5163
O: 2.1227 5.3309 1.7484
O: 1.0703 3.3747 1.2717
C: -0.0671 4.1441 0.8480
C: -1.0779 4.4338 2.0192
C: -2.4525 3.9177 1.5936
C: -3.2765 4.6083 0.7567
Cl: -2.7812 6.1819 0.1320
C: -4.5739 4.1401 0.3051
C: -5.0277 2.9185 0.7205
O: -6.2135 2.4019 0.3102
C: -4.2236 2.1449 1.6272
N: -4.5902 0.9446 2.1287
S: -3.3415 0.5900 3.0986
N: -2.3054 1.8210 2.9281
C: -2.9422 2.6497 2.0666
H: 4.5731 1.6085 1.1606
H: 2.8470 1.3506 1.3739
H: 3.5281 2.0491 -0.1713
H: 3.8585 3.3683 2.6100
H: 4.2974 4.0927 1.0559
H: -0.6178 3.5033 0.1371
H: 0.1740 5.0643 0.2988
H: -1.1051 5.5154 2.2093
H: -0.7377 3.8667 2.9007
H: -5.1853 4.7565 -0.3612
H: -6.6578 3.0548 -0.2475
C: 0.3596 3.5482 -2.5204
C: 1.1346 2.6878 -1.7444
C: 1.7066 1.5644 -2.3209
C: 1.4988 1.2897 -3.6676
C: 0.7030 2.1403 -4.4371
C: 0.1444 3.2752 -3.8613
C: 0.4301 1.8360 -5.8674
O: -0.2587 2.5776 -6.5383
C: 1.0114 0.6000 -6.4563
C: 0.7214 0.2691 -7.7748
C: 1.2673 -0.8725 -8.3384
C: 2.1136 -1.6849 -7.5898
C: 2.4016 -1.3627 -6.2737
C: 1.8450 -0.2258 -5.6996
C: 2.1342 0.0898 -4.2753
O: 2.8697 -0.6199 -3.6198
H: -0.0817 4.4311 -2.0743
H: 1.2884 2.8987 -0.6940
H: 2.3124 0.8979 -1.7209
H: -0.4622 3.9428 -4.4594
H: 0.0662 0.9008 -8.3603
H: 1.0360 -1.1310 -9.3641
H: 2.5451 -2.5730 -8.0341
H: 3.0561 -1.9982 -5.6917
C: -0.0600 -8.7196 3.9117
C: -0.9407 -8.5960 2.8413
C: -1.2524 -7.3433 2.3390
C: -0.6941 -6.2067 2.9120
C: 0.1710 -6.3296 4.0011
C: 0.4940 -7.5898 4.4907
C: 0.7400 -5.1221 4.6579
O: 1.4954 -5.2284 5.6025
C: 0.3573 -3.7817 4.1389
C: 0.8335 -2.6409 4.7747
C: 0.4947 -1.3871 4.2926
C: -0.3146 -1.2668 3.1668
C: -0.7963 -2.4004 2.5327
C: -0.4706 -3.6604 3.0209
C: -1.0229 -4.8685 2.3518
O: -1.7320 -4.7649 1.3719
H: 0.1894 -9.7003 4.2972
H: -1.3823 -9.4797 2.3980
H: -1.9334 -7.2494 1.5033
H: 1.1745 -7.6877 5.3263
H: 1.4656 -2.7316 5.6483
H: 0.8624 -0.4994 4.7923
H: -0.5716 -0.2858 2.7877
H: -1.4296 -2.3047 1.6600

Atomic partial charges in e from the Löwdin method, atoms 1 to 2:
1. C -0.0981
2. C -0.1225

Which value of calculated total energy does entry 2 give? -4362.9769 a.u.

Which of these has the lowest total charge? C39H27ClN2O7S